Entry 1:
The ion C11H8N5O6 with charge -1 at a distorted geometry, computed with wB97M-V/def2-TZVPD.

- structure (SMILES) = CC(=O)N(C(C)=O)[C@@H]1C(=[N+]([O-])[O-])C=C(C#N)c2no[n+]([O-])c21
- LUMO energy (eV) = 2.5761

```
! wB97M-V def2-TZVPD RIJCOSX def2/J DEFGRID3
* xyz -1 1
C -1.75 -0.75 2.11
C -0.42 -1.03 1.45
O 0.60 -1.28 2.07
N -0.51 -1.05 0.02
C -1.22 -2.15 -0.47
C -1.53 -2.05 -1.92
O -1.54 -3.05 0.29
C 0.28 -0.11 -0.72
C 1.73 -0.13 -0.24
N 2.45 -1.32 -0.58
O 3.62 -1.48 -0.15
O 1.88 -2.16 -1.32
C 2.39 0.93 0.36
C 1.80 2.21 0.46
C 2.38 3.42 0.95
N 2.83 4.42 1.34
C 0.47 2.34 0.00
N -0.24 3.51 0.11
O -1.50 3.14 -0.34
N -1.53 1.72 -0.75
O -2.55 1.24 -1.21
C -0.25 1.27 -0.51
H -2.43 -0.21 1.43
H -2.19 -1.71 2.43
H -1.57 -0.11 2.99
H -1.96 -1.06 -2.14
H -0.62 -2.21 -2.50
H -2.26 -2.82 -2.17
H 0.23 -0.34 -1.79
H 3.40 0.79 0.75
*
```

Entry 2:
An isolated molecule of C9H14Si at a distorted geometry, computed with wB97M-V/def2-TZVPD.

- structure (SMILES) = C=C[Si](C)(C)C1C=CC=C1
- LUMO energy (eV) = 0.9831

```
! wB97M-V def2-TZVPD RIJCOSX def2/J DEFGRID3
* xyz 0 1
C 3.12 -0.86 -1.37
C 1.90 -1.19 -0.96
Si 0.82 -0.03 0.06
C 0.84 1.78 -0.54
C 1.40 -0.12 1.88
C -1.16 -0.67 0.14
C -1.87 0.30 1.02
C -3.06 0.63 0.49
C -3.27 -0.12 -0.72
C -2.20 -0.90 -0.94
H 3.75 -1.54 -1.92
H 3.53 0.12 -1.18
H 1.54 -2.18 -1.18
H 0.89 1.84 -1.62
H -0.05 2.30 -0.22
H 1.70 2.32 -0.14
H 1.50 -1.15 2.21
H 2.37 0.36 2.01
H 0.70 0.37 2.55
H -1.00 -1.62 0.65
H -1.47 0.68 1.94
H -3.78 1.32 0.90
H -4.16 -0.07 -1.32
H -2.04 -1.58 -1.76
*
```

Entry 3:
A structure of composition C26H23BCl16FNO4S at a distorted geometry, computed with wB97M-V/def2-TZVPD.

- LUMO energy (eV) = -1.5094

```
! wB97M-V def2-TZVPD RIJCOSX def2/J DEFGRID3
* xyz 0 1
C 2.62 -1.97 2.05
C 1.53 -0.76 1.93
C 0.10 -1.48 1.69
C -0.94 -0.59 0.86
C -1.61 0.58 1.68
C -2.60 1.55 1.00
C -2.95 1.38 -0.51
C -2.29 0.21 -1.31
F -2.68 0.14 -2.69
C -1.27 -0.81 -0.67
B -0.56 -1.98 -1.54
O -1.24 -2.34 -2.80
N 0.71 -2.69 -1.20
C 1.88 -2.02 -1.84
C 0.65 -4.15 -1.46
C -3.96 2.45 -1.18
O -4.79 2.16 -2.07
C -3.82 3.94 -0.59
C -3.50 4.11 0.81
S -3.30 5.85 1.43
C -3.31 2.80 1.75
O -3.70 2.77 2.94
O 1.89 0.20 0.91
C 2.95 1.04 1.46
C 4.21 1.18 0.49
C 4.93 -0.10 -0.01
C 6.16 -0.03 -0.98
C 6.66 1.39 -1.40
C 5.98 2.71 -0.91
C 4.75 2.60 0.06
H 3.58 -1.60 2.56
H 2.80 -2.38 1.00
H 2.14 -2.73 2.77
H 1.42 -0.20 2.94
H -0.37 -1.62 2.74
H 0.20 -2.56 1.27
H -1.39 0.73 2.79
H -0.97 -1.59 -3.40
H 2.17 -2.49 -2.84
H 2.72 -1.97 -1.07
H 1.56 -0.92 -2.03
H 0.13 -4.77 -0.66
H 0.21 -4.45 -2.48
H 1.75 -4.52 -1.47
H -3.94 4.85 -1.28
H -2.37 6.38 0.52
H 2.58 2.12 1.66
H 3.35 0.65 2.47
H 4.59 -1.14 0.30
H 6.64 -1.00 -1.33
H 7.56 1.47 -2.09
H 6.34 3.75 -1.22
H 4.20 3.54 0.49
C -0.25 -3.90 5.40
Cl 0.71 -4.25 6.86
Cl -0.23 -2.15 5.09
Cl 0.44 -4.76 4.01
Cl -1.93 -4.44 5.66
C 2.29 6.20 -0.27
Cl 3.26 4.71 -0.38
Cl 1.90 6.78 -1.91
Cl 0.79 5.87 0.62
Cl 3.23 7.45 0.58
C -8.00 0.97 -1.26
Cl -7.05 0.63 0.20
Cl -7.99 2.72 -1.58
Cl -7.31 0.11 -2.65
Cl -9.68 0.43 -1.01
C -3.52 -4.82 -3.78
Cl -3.96 -3.12 -4.08
Cl -4.94 -5.85 -4.01
Cl -2.24 -5.31 -4.91
Cl -2.93 -5.00 -2.11
*
```

Entry 4:
A cluster of 4 separate species, H8O4 in total at a distorted geometry, computed with wB97M-V/def2-TZVPD.

- structure (SMILES) = O.O.O.O
- LUMO energy (eV) = 0.6237

```
! wB97M-V def2-TZVPD RIJCOSX def2/J DEFGRID3
* xyz 0 1
O 5.90 6.87 4.29
H 6.27 6.14 4.80
H 6.51 7.02 3.56
O 3.49 6.02 3.50
H 4.29 6.41 3.84
H 3.01 6.77 3.22
O 3.50 3.30 4.97
H 3.30 4.09 5.46
H 2.69 2.91 4.60
O 5.36 3.85 2.62
H 5.34 3.01 3.09
H 4.70 4.36 3.11
*
```

Entry 5:
An isolated molecule of C3H4N2O2 at a distorted geometry, computed with wB97M-V/def2-TZVPD.

- LUMO energy (eV) = -0.0079

```
! wB97M-V def2-TZVPD RIJCOSX def2/J DEFGRID3
* xyz 0 1
C -1.37 -0.12 0.00
C -0.94 -1.36 0.15
C 1.69 0.27 -0.15
N 0.43 -1.70 -0.01
N 1.29 -0.83 0.13
O -0.80 1.05 -0.35
O 2.60 1.13 0.29
H -2.40 0.05 0.10
H -1.48 -2.23 0.36
H -1.48 1.84 -0.20
H 2.46 1.90 -0.33
*
```

Summary of E in eV
-31267.310 -17436.595 -251590.342 -8319.922 -10245.565
(order as listed above)
Summary of energy relative to the best compared isomer or geometry (same formula, charge and spin) in eV
0.000 1.501 11.432 0.754 6.700
(order as listed above)
Summary of orbital gap in eV
7.10 9.27 7.40 11.32 7.41
(order as listed above)